C36H37BrF3GeIN3O7SeTi | wB97M-V/def2-TZVPD

Multiplicity ... 2
Gap between HOMO and LUMO (alpha / beta) ... 0.1763 / 0.2513 hartree
E_LUMO (alpha / beta) ... 3.93 / 3.93 eV
Charge ... -2
⟨S²⟩ ... 0.78
Energy relative to the best compared isomer or geometry (same formula, charge and spin) ... 0.0000 eV
Highest occupied orbital energy (alpha / beta) ... -0.864 / -2.906 eV

XYZ file:
```
91
C36H37BrF3GeIN3O7SeTi wB97M-V/def2-TZVPD
I -1.406 -1.248 2.927
Br 3.093 5.729 0.541
Se -0.446 -0.728 -3.321
Ge 1.385 0.894 -5.544
Ti -0.074 0.219 0.982
F -7.581 3.637 -0.743
F -7.221 3.720 1.387
F -8.719 2.379 0.590
O -2.386 2.799 2.252
O -0.339 1.875 2.076
O 3.715 -1.127 -2.984
O -1.345 0.688 -0.177
O 1.092 1.503 -0.262
O 1.602 -0.012 1.832
O 1.857 0.974 -2.316
N -0.687 6.591 1.900
N 5.135 0.238 1.224
N 0.430 -1.616 -0.014
C 4.326 -1.759 -1.863
C -0.514 4.198 1.865
C 3.820 1.159 3.060
C 0.030 -5.205 -0.788
C 4.128 -1.038 -0.562
C 1.717 -1.582 -0.506
C 0.557 -3.982 -0.446
C 0.793 4.268 1.402
C -6.669 0.801 -0.716
C -1.208 5.378 2.089
C 3.280 1.263 -5.254
C 2.778 -0.205 1.251
C -1.924 1.615 -1.035
C -5.738 -0.205 -0.883
C -3.581 -1.243 -0.248
C -5.304 1.783 1.014
C -0.221 -2.804 -0.302
C -2.135 -4.238 -0.810
C 0.290 2.374 -4.893
C 1.322 5.526 1.193
C 0.564 6.656 1.454
C -1.340 -5.348 -0.995
C 0.800 -0.842 -4.823
C -7.473 2.877 0.374
C 5.196 -0.441 0.068
C -2.619 -1.967 -0.306
C 3.932 0.361 1.793
C 1.709 1.721 -1.343
C -1.176 2.850 2.086
C 1.114 0.770 -7.500
C -1.709 -2.078 -3.942
C -4.579 -0.230 -0.099
C -6.452 1.795 0.235
C 2.843 -0.955 0.051
C -4.375 0.767 0.858
C -1.621 -2.979 -0.461
H -1.159 2.067 -1.675
H 1.338 3.353 1.197
H 1.666 -1.433 -4.526
H 5.400 -1.832 -2.063
H 3.940 -2.785 -1.788
H -2.096 -1.827 -4.930
H 0.274 -1.364 -5.625
H -0.762 2.218 -5.137
H 2.995 1.871 2.994
H -3.475 0.764 1.459
H 1.615 -3.908 -0.236
H 2.159 2.737 -1.397
H -2.526 -2.086 -3.222
H 1.435 1.688 -7.997
H 0.384 2.438 -3.809
H 3.883 0.377 -5.455
H -2.656 1.122 -1.681
H -5.892 -0.978 -1.625
H 3.603 2.076 -5.908
H 1.690 -0.061 -7.913
H 1.864 -2.089 -1.454
H -1.775 -6.301 -1.268
H 0.983 7.643 1.294
H 3.602 0.513 3.914
H 0.060 0.603 -7.732
H -1.243 -3.063 -3.954
H -3.208 -4.310 -0.936
H 6.180 -0.508 -0.391
H -5.106 2.565 1.733
H 0.623 3.314 -5.337
H 3.434 1.543 -4.213
H 0.693 -6.060 -0.874
H 3.110 -0.430 -2.669
H -2.233 5.326 2.437
H -7.565 0.822 -1.324
H 4.757 1.685 3.237
H -2.433 2.396 -0.459
```